One molecule with the formula C2H3N3O. Source: the OMol25 dataset; level of theory: wB97M-V/def2-TZVPD.

Summary:
E: -8638.145 eV
Net charge: 0
E_LUMO: 0.88 eV
Highest occupied orbital energy: -0.328 Ha
HOMO-LUMO gap: 9.813 eV

Each line ends with the Löwdin charge.
Cartesian coordinates (Å):
1 N -1.507519 0.052409 -0.363432  0.0892
2 C -0.164044 -0.040077 -0.092671  -0.3969
3 C 0.644126 -0.284155 0.949241  -0.1219
4 O 1.904461 -0.219502 0.595233  -0.0115
5 N 1.874938 -0.079688 -0.789294  0.0296
6 N 0.697578 0.028892 -1.173223  0.0703
7 H -1.599311 0.238271 -1.346131  0.0774
8 H -2.202848 0.605686 0.209265  0.1263
9 H 0.352619 -0.301836 2.011014  0.1376

Cartesian forces (eV/Å) of the 6 atoms listed first:
N -1.73 0.53 0.77
C 0.46 -0.03 -0.75
C -2.26 0.73 2.77
O 0.56 -0.42 -0.75
N 1.14 0.15 -0.47
N -0.20 0.14 0.09

***

C56H69GeIMoN3OP as an isolated structure. Source: the OMol25 dataset; level of theory: wB97M-V/def2-TZVPD.

Summary:
E: -141467.311 eV
Net charge: +1
E_LUMO (alpha / beta): -3.91 / -3.44 eV
Highest occupied orbital energy (alpha / beta): -0.362 / -0.356 Ha
HOMO-LUMO gap (alpha / beta): 5.950 / 6.258 eV
Multiplicity: 2

Each line ends with the Löwdin spin population.
Cartesian coordinates (Å):
1 Mo -0.963117 -0.387312 0.033900  1.1852
2 C -1.068039 1.573757 1.111636  -0.0383
3 C -2.102496 0.813216 1.761685  -0.0044
4 C -2.099059 0.417691 3.122322  -0.0035
5 C -3.066202 -0.415319 3.603498  0.0024
6 C -4.052021 -0.949423 2.744483  -0.0054
7 C -4.078218 -0.597011 1.425167  0.0109
8 C -3.101596 0.290297 0.908242  -0.0020
9 H -0.197800 1.789192 1.713456  0.0010
10 H -1.397522 2.409977 0.515639  -0.0005
11 H -1.351220 0.838324 3.780381  -0.0001
12 H -3.081187 -0.671855 4.654825  0.0004
13 H -4.798273 -1.624234 3.140269  -0.0005
14 H -4.854806 -0.972905 0.774005  0.0004
15 H -3.306053 0.812412 -0.021262  0.0061
16 I -1.292323 -2.787158 1.311744  0.0364
17 O 0.887414 -0.370232 1.060586  0.0367
18 P 2.228456 -0.324394 1.819551  0.0064
19 C 3.199997 1.131123 1.310131  0.0019
20 C 2.374890 2.373869 0.951138  0.0003
21 C 3.308227 3.485936 0.483086  0.0000
22 C 4.334106 3.888758 1.563262  0.0000
23 C 4.304670 2.937764 2.754694  0.0000
24 C 4.357407 1.483002 2.293743  0.0005
25 C 1.980658 -0.338199 3.625126  0.0007
26 C 0.858115 -1.309928 4.021427  0.0002
27 C 0.899719 -1.587813 5.529678  0.0000
28 C 1.394776 -0.375233 6.327893  0.0000
29 C 0.987907 0.910502 5.623619  0.0000
30 C 1.705394 1.038132 4.270173  0.0002
31 C 3.258936 -1.733739 1.307108  0.0005
32 C 2.715284 -3.134332 1.647639  0.0012
33 C 3.176562 -3.670689 3.005006  0.0001
34 C 4.692369 -3.606736 3.156286  0.0000
35 C 5.198445 -2.183221 2.948725  0.0000
36 C 4.773322 -1.671877 1.576972  0.0000
37 H 3.635597 0.782925 0.363138  0.0000
38 H 1.797006 2.723816 1.809039  0.0002
39 H 1.655984 2.130537 0.169079  0.0001
40 H 2.716695 4.347094 0.169604  0.0000
41 H 3.828327 3.137526 -0.411025  0.0000
42 H 4.148579 4.907667 1.905108  0.0000
43 H 5.338451 3.888912 1.134011  0.0000
44 H 3.403327 3.115573 3.344364  0.0000
45 H 5.148407 3.136209 3.417736  0.0000
46 H 4.369688 0.813237 3.156277  0.0000
47 H 5.310993 1.325143 1.785333  0.0001
48 H 2.917753 -0.734096 4.027429  0.0000
49 H 0.906768 -2.244540 3.470615  0.0002
50 H -0.091801 -0.865349 3.728870  0.0000
51 H 1.542626 -2.448548 5.728971  0.0000
52 H -0.101704 -1.872308 5.860091  0.0000
53 H 2.485591 -0.400613 6.416779  0.0000
54 H 1.007694 -0.403766 7.346432  0.0000
55 H 1.214999 1.785220 6.234438  0.0000
56 H -0.096101 0.910984 5.484446  0.0000
57 H 2.652157 1.554942 4.424816  0.0000
58 H 1.109955 1.665996 3.600954  0.0001
59 H 3.138317 -1.577617 0.232317  -0.0001
60 H 3.102208 -3.813788 0.879016  0.0000
61 H 1.626738 -3.161011 1.557414  0.0019
62 H 2.826495 -4.698707 3.118303  0.0000
63 H 2.720094 -3.104097 3.818005  0.0000
64 H 5.157347 -4.257835 2.408134  0.0000
65 H 4.994715 -3.986107 4.133485  0.0000
66 H 6.286094 -2.145489 3.030484  0.0000
67 H 4.811677 -1.535279 3.742537  0.0000
68 H 5.225638 -2.335114 0.831313  0.0000
69 H 5.178597 -0.681829 1.372969  0.0000
70 N 2.104584 -1.093583 -1.780957  -0.0002
71 N 0.812806 -0.480143 -1.739409  -0.0062
72 H 2.479120 -1.012442 -2.723713  -0.0003
73 H 1.951542 -2.084924 -1.623541  0.0001
74 H 0.241881 -0.764127 -2.534670  -0.0005
75 H 0.963980 0.514881 -1.815087  -0.0004
76 N -1.769090 -1.316691 -1.353251  -0.1268
77 C -2.265395 -2.204155 -2.106456  0.0091
78 C -1.351821 -3.009455 -2.973928  -0.0053
79 C -1.688949 -3.307218 -4.291485  0.0026
80 C -0.820024 -4.035755 -5.088322  -0.0009
81 C 0.380570 -4.498968 -4.567675  0.0038
82 C 0.707052 -4.234551 -3.245156  -0.0004
83 C -0.153094 -3.489133 -2.451883  0.0038
84 C -3.720343 -2.500832 -2.103308  -0.0069
85 C -4.640414 -1.501602 -1.790382  0.0042
86 C -5.997238 -1.773798 -1.776896  -0.0007
87 C -6.449103 -3.057209 -2.059805  0.0058
88 C -5.539658 -4.058139 -2.367614  -0.0014
89 C -4.181152 -3.781048 -2.399157  0.0042
90 H -2.628677 -2.958709 -4.696315  0.0000
91 H -1.082551 -4.247219 -6.115838  -0.0002
92 H 1.050319 -5.080391 -5.186553  0.0002
93 H 1.624775 -4.627552 -2.825626  -0.0001
94 H 0.077617 -3.305595 -1.408954  0.0010
95 H -4.287846 -0.501105 -1.571069  0.0000
96 H -6.702075 -0.985173 -1.546700  -0.0002
97 H -7.508897 -3.273283 -2.047712  0.0003
98 H -5.887866 -5.058187 -2.585991  -0.0002
99 H -3.476590 -4.567031 -2.635718  0.0001
100 C -1.572153 0.052139 -6.490181  -0.0034
101 C -0.538745 0.873317 -6.069236  0.0000
102 C -0.479626 1.301162 -4.750345  -0.0049
103 C -1.430227 0.904750 -3.802256  -0.0161
104 C -2.448317 0.057556 -4.251274  -0.0031
105 C -2.532073 -0.348017 -5.575286  0.0002
106 Ge -1.361586 1.633290 -1.967213  -0.0630
107 C -0.030530 3.100398 -2.127302  -0.0109
108 C 1.311411 2.915731 -2.486256  -0.0014
109 C 2.138708 3.977825 -2.817028  0.0001
110 C 1.656211 5.275766 -2.778993  -0.0015
111 C 0.337564 5.491509 -2.418762  -0.0003
112 C -0.491586 4.419989 -2.111146  -0.0032
113 C -3.101190 2.509514 -1.602760  -0.0083
114 C -3.280543 3.480090 -0.606656  -0.0020
115 C -4.532509 3.990917 -0.297355  0.0002
116 C -5.653670 3.555360 -0.986212  -0.0027
117 C -5.502798 2.625595 -2.001076  0.0002
118 C -4.245890 2.119587 -2.304999  -0.0028
119 H -1.633830 -0.264499 -7.522900  -0.0002
120 H 0.212223 1.205865 -6.773763  0.0000
121 H 0.314176 1.982537 -4.474323  -0.0003
122 H -3.214339 -0.286806 -3.573370  0.0000
123 H -3.355441 -0.977120 -5.889658  0.0001
124 H 1.748652 1.928441 -2.569961  -0.0001
125 H 3.163314 3.788281 -3.111560  0.0000
126 H 2.298053 6.106280 -3.039668  -0.0001
127 H -0.061155 6.497469 -2.400015  0.0000
128 H -1.528481 4.630404 -1.896783  -0.0003
129 H -2.434419 3.879942 -0.062471  0.0000
130 H -4.629381 4.741038 0.476171  0.0001
131 H -6.630203 3.955777 -0.750158  -0.0002
132 H -6.362892 2.302399 -2.573513  0.0000
133 H -4.167800 1.424559 -3.126881  -0.0002

Cartesian forces (eV/Å) of the 6 atoms listed first:
Mo 1.79 0.11 -0.53
C 0.18 0.22 -0.58
C -0.43 -0.16 0.08
C 0.16 0.13 -0.26
C -0.28 -0.14 -0.09
C 0.14 0.02 0.27

***

C11H29F2O10S3Zn as an isolated structure. Source: the OMol25 dataset; level of theory: wB97M-V/def2-TZVPD.

Summary:
E: -118706.419 eV
Net charge: 0
E_LUMO (alpha / beta): 0.18 / -2.63 eV
Highest occupied orbital energy (alpha / beta): -0.331 / -0.330 Ha
HOMO-LUMO gap (alpha / beta): 9.186 / 6.355 eV
Multiplicity: 2

Each line ends with the Löwdin spin population.
Cartesian coordinates (Å):
1 Zn -1.328854 -0.777315 -0.741638  0.0034
2 C -4.751170 0.962505 -0.912169  0.0281
3 C -3.916302 0.477265 -2.056545  0.0912
4 O -2.528840 0.434310 -1.958115  0.7947
5 H -4.498368 1.954000 -0.536500  0.0016
6 H -4.825984 0.376057 0.003573  0.0005
7 H -5.792189 0.872733 -1.222528  0.0007
8 H -4.307009 1.090984 -2.868198  0.0016
9 H -4.135535 -0.571622 -2.256200  0.0533
10 F -0.751975 -2.143735 -2.245619  0.0261
11 F -2.125707 -2.147456 0.432237  -0.0009
12 O 0.503479 0.280979 -1.514055  -0.0014
13 S 1.726589 0.992739 -1.244913  -0.0001
14 O 2.579791 0.621368 -0.117976  0.0000
15 O 2.569735 0.991402 -2.624681  0.0000
16 C 3.113464 -0.221322 -3.132904  0.0000
17 C 1.998343 -1.256740 -3.464543  0.0000
18 C 1.324216 2.783507 -1.173276  0.0000
19 H 3.986553 -0.620934 -2.617033  0.0000
20 H 3.578578 0.088904 -4.068600  0.0000
21 H 2.294435 -1.920784 -4.276624  0.0000
22 H 1.102474 -0.764846 -3.843431  0.0000
23 H 1.687879 -1.569954 -2.467742  0.0000
24 H 1.584564 3.138872 -0.176268  0.0000
25 H 0.277812 2.817423 -1.476544  0.0001
26 H 1.980421 3.281840 -1.886840  0.0000
27 O -2.497691 1.194789 2.565974  0.0000
28 S -1.291835 1.433026 1.798084  0.0002
29 O -0.951812 0.670203 0.644531  0.0007
30 O -1.313598 3.087012 1.423660  0.0003
31 C -1.766795 3.996332 2.396707  0.0000
32 C -1.740752 5.444823 1.932675  0.0000
33 C 0.156617 1.389580 2.937176  0.0000
34 H -1.052834 3.999868 3.220332  0.0000
35 H -2.665706 3.461463 2.703281  0.0000
36 H -2.527729 5.682565 1.216954  0.0000
37 H -0.768887 5.695923 1.507797  0.0000
38 H -1.834420 6.229572 2.683342  0.0000
39 H -0.005647 0.529833 3.587259  0.0000
40 H 0.058286 2.250617 3.598259  0.0000
41 H 1.074606 1.433227 2.351089  0.0000
42 O 1.119625 -1.475539 2.863847  0.0000
43 S 1.051682 -2.212877 1.591057  0.0000
44 O 0.572941 -1.632468 0.360875  0.0001
45 O 2.515488 -2.880444 1.242269  0.0000
46 C 2.655254 -3.579121 0.013940  0.0000
47 C 3.002437 -5.006966 0.211252  0.0000
48 C 0.204093 -3.785254 1.927085  0.0000
49 H 3.471557 -3.154494 -0.570404  0.0000
50 H 1.762924 -3.580096 -0.612036  0.0000
51 H 3.758979 -5.260730 -0.531266  0.0000
52 H 2.168894 -5.693943 0.065025  0.0000
53 H 3.441844 -5.151056 1.198299  0.0000
54 H -0.442384 -3.636164 2.791918  0.0000
55 H 0.928792 -4.538382 2.236443  0.0000
56 H -0.430331 -4.081480 1.091709  0.0000

Cartesian forces (eV/Å) of the 6 atoms listed first:
Zn 0.49 -3.54 -0.84
C -0.68 -0.51 2.06
C 0.25 0.28 -0.12
O -0.82 0.49 0.00
H -0.11 0.23 -0.60
H 0.87 -0.55 -0.01